Entry A
This record from the OMol25 dataset describes one molecule with the formula C4H6FN3. The level of theory is the ωB97M-V functional and the def2-TZVPD basis.

- LUMO energy: 0.800 eV
- HOMO: -9.2 eV
- SMILES: C=NN[C@H](C#N)CF

Geometry as ORCA input:
```
! wB97M-V def2-TZVPD RIJCOSX def2/J DEFGRID3
* xyz 0 1
C 2.1324 -0.9430 0.6237
N 1.5937 -0.9387 -0.5322
N 0.2788 -0.8806 -0.6447
C -0.4983 -0.0711 0.2942
C -1.9207 -0.3969 0.1938
N -3.0239 -0.6691 0.0797
C -0.3486 1.4575 -0.0339
F 0.9827 1.8082 -0.0489
H 1.5059 -1.0442 1.5414
H 3.2311 -0.9328 0.6569
H 0.0253 -0.5798 -1.5923
H -0.0938 -0.2943 1.2913
H -0.8782 1.9932 0.7824
H -0.7626 1.7233 -1.0266
*
```

Charges per atom according to Mulliken partitioning, unit e: number 1, C, carries -0.298; number 2, N, carries -0.616; number 3, N, carries 0.084; number 4, C, carries 0.154; number 5, C, carries -0.052; number 6, N, carries -0.406; number 7, C, carries -0.432; number 8, F, carries -0.275; number 9, H, carries 0.270; number 10, H, carries 0.282; number 11, H, carries 0.346; number 12, H, carries 0.277; number 13, H, carries 0.329; number 14, H, carries 0.337


Entry B
This record from the OMol25 dataset describes a 2-piece molecular cluster, C4H6FN3 overall. The level of theory is the ωB97M-V functional and the def2-TZVPD basis.

- LUMO energy (spin up / spin down): 0.231 / 0.232 eV
- HOMO (spin up / spin down): -8.5 / -8.5 eV

Geometry as ORCA input:
```
! wB97M-V def2-TZVPD RIJCOSX def2/J DEFGRID3
* xyz 0 1
C -0.8133 0.4642 0.2332
C 1.3476 1.5560 -2.1866
C -0.6658 -1.2087 2.0383
C -0.2233 0.1136 1.5208
N -0.9339 0.8991 -0.8317
N 0.9797 0.5903 -2.7317
N 0.5675 -0.5321 -2.8110
F 1.9642 2.6735 -2.4490
H 0.0445 -1.5301 2.8772
H -0.4909 -1.9356 1.1750
H -1.7000 -1.3280 2.3820
H 0.8210 0.1169 1.2278
H -0.5174 0.9553 2.3053
H -0.3797 -0.8344 -2.7496
*
```

Charges per atom according to Mulliken partitioning, unit e: number 1, C, carries 0.271; number 2, C, carries 0.217; number 3, C, carries -1.007; number 4, C, carries -0.028; number 5, N, carries -0.565; number 6, N, carries 0.636; number 7, N, carries -0.920; number 8, F, carries -0.202; number 9, H, carries 0.266; number 10, H, carries 0.290; number 11, H, carries 0.313; number 12, H, carries 0.186; number 13, H, carries 0.256; number 14, H, carries 0.286


Energetically preferred structure: entry A | next structure: +287.4 kJ/mol


Entry A
This record from the OMol25 dataset describes a 5-piece molecular cluster, C2H12O5 overall. The level of theory is the ωB97M-V functional and the def2-TZVPD basis.

- LUMO energy: 0.108 eV
- HOMO: -10.2 eV
- SMILES: C=CO.O.O.O.O

Geometry as ORCA input:
```
! wB97M-V def2-TZVPD RIJCOSX def2/J DEFGRID3
* xyz 0 1
C 2.5836 0.6322 -0.0132
C 1.8025 -0.3325 0.4242
O 1.4015 -0.4644 1.7269
H 2.8885 0.9224 -1.0103
H 2.8821 1.4636 0.6226
H 1.3774 -1.2038 -0.0637
H 1.2581 0.3195 2.2663
O -1.7517 -1.6942 0.1955
H -0.8271 -1.4984 0.3641
H -2.3718 -1.4903 0.8961
O 0.1575 -1.0869 -3.0849
H -0.7595 -1.1105 -2.7882
H 0.6750 -0.6837 -2.3852
O -2.2039 0.6641 -1.0883
H -1.5807 0.8412 -0.3822
H -2.9914 0.3060 -0.6760
O -0.8406 2.1237 1.9965
H -0.4606 1.2503 1.8776
H -0.5074 2.6651 1.2734
*
```

Charges per atom according to Mulliken partitioning, unit e: number 1, C, carries -0.810; number 2, C, carries 0.067; number 3, O, carries -0.488; number 4, H, carries 0.279; number 5, H, carries 0.233; number 6, H, carries 0.428; number 7, H, carries 0.311; number 8, O, carries -0.619; number 9, H, carries 0.301; number 10, H, carries 0.306; number 11, O, carries -0.644; number 12, H, carries 0.346; number 13, H, carries 0.292; number 14, O, carries -0.571; number 15, H, carries 0.294; number 16, H, carries 0.292; number 17, O, carries -0.613; number 18, H, carries 0.253; number 19, H, carries 0.344


Entry B
This record from the OMol25 dataset describes a 5-piece molecular cluster, C2H12O5 overall. The level of theory is the ωB97M-V functional and the def2-TZVPD basis.

- LUMO energy: 0.390 eV
- HOMO: -10.2 eV
- SMILES: CC=O.O.O.O.O

Geometry as ORCA input:
```
! wB97M-V def2-TZVPD RIJCOSX def2/J DEFGRID3
* xyz 0 1
C 1.5601 0.4649 -2.0812
C 1.7580 0.1731 -0.6030
O 1.6084 1.0251 0.2434
H 0.5864 0.1927 -2.4986
H 2.3303 -0.2253 -2.4540
H 1.9364 1.4502 -2.3327
H 2.1116 -0.8323 -0.3546
O 0.2201 -2.5576 0.2562
H -0.0264 -3.2513 -0.3735
H -0.5411 -1.9632 0.1401
O -0.3043 0.7816 2.6315
H -1.1324 0.4393 3.0074
H -0.6851 0.7276 1.7243
O -0.9113 1.6979 0.0441
H -1.4833 2.2965 0.5554
H 0.0536 1.7881 0.1839
O -2.4392 -1.0478 0.4314
H -2.5428 -0.9527 1.3823
H -2.0989 -0.2067 0.0979
*
```

Charges per atom according to Mulliken partitioning, unit e: number 1, C, carries -0.888; number 2, C, carries 0.180; number 3, O, carries -0.588; number 4, H, carries 0.268; number 5, H, carries 0.324; number 6, H, carries 0.303; number 7, H, carries 0.370; number 8, O, carries -0.623; number 9, H, carries 0.318; number 10, H, carries 0.356; number 11, O, carries -0.566; number 12, H, carries 0.330; number 13, H, carries 0.248; number 14, O, carries -0.672; number 15, H, carries 0.316; number 16, H, carries 0.389; number 17, O, carries -0.681; number 18, H, carries 0.304; number 19, H, carries 0.314


Energetically preferred structure: entry B | next structure: +99.6 kJ/mol


Entry A
This record from the OMol25 dataset describes a 2-piece molecular cluster, CH4ClOP overall. The level of theory is the ωB97M-V functional and the def2-TZVPD basis.

- LUMO energy (spin up / spin down): -0.884 / -0.884 eV
- HOMO (spin up / spin down): -10.0 / -10.0 eV

Geometry as ORCA input:
```
! wB97M-V def2-TZVPD RIJCOSX def2/J DEFGRID3
* xyz 0 1
C 0.6078 0.5480 0.0221
O -1.6319 -1.2821 -0.7299
P -1.0642 0.9851 -0.6643
Cl -0.6058 1.0453 -2.6194
H 0.5532 0.6758 1.1856
H 1.3425 1.1090 -0.5548
H 0.7134 -0.5371 -0.1942
H -2.3443 -0.9375 -1.2658
*
```

Charges per atom according to Mulliken partitioning, unit e: number 1, C, carries -0.812; number 2, O, carries -0.662; number 3, P, carries 0.428; number 4, Cl, carries -0.141; number 5, H, carries 0.287; number 6, H, carries 0.341; number 7, H, carries 0.289; number 8, H, carries 0.269


Entry B
This record from the OMol25 dataset describes a 3-piece molecular cluster, CH4ClOP overall. The level of theory is the ωB97M-V functional and the def2-TZVPD basis.

- LUMO energy: 0.073 eV
- HOMO: -8.9 eV

Geometry as ORCA input:
```
! wB97M-V def2-TZVPD RIJCOSX def2/J DEFGRID3
* xyz 0 1
C 1.5737 -0.1418 -0.3696
O 0.9140 0.5104 0.4574
P -1.9634 -0.4473 0.2071
Cl -2.7370 1.3943 0.2163
H 2.6896 0.0917 -0.6123
H 1.0584 -0.8579 -0.9105
H -0.7581 -0.2207 1.7749
H -0.7773 -0.3286 -0.7633
*
```

Charges per atom according to Mulliken partitioning, unit e: number 1, C, carries -0.054; number 2, O, carries -0.366; number 3, P, carries 0.087; number 4, Cl, carries -0.156; number 5, H, carries 0.220; number 6, H, carries 0.206; number 7, H, carries 0.042; number 8, H, carries 0.022


Energetically preferred structure: entry A | next structure: +189.7 kJ/mol


Entry A
This record from the OMol25 dataset describes a 2-piece molecular cluster, CHF2IO overall. The level of theory is the ωB97M-V functional and the def2-TZVPD basis.

- LUMO energy: 0.050 eV
- HOMO: -10.2 eV
- SMILES: O=C(F)I.F

Geometry as ORCA input:
```
! wB97M-V def2-TZVPD RIJCOSX def2/J DEFGRID3
* xyz 0 1
O -0.1659 -0.4002 0.9955
C 0.7526 -0.3715 0.2695
F 0.8276 -1.0825 -0.7810
I 2.4380 0.9758 0.3942
F -1.5578 0.7377 -0.4399
H -2.2945 0.1409 -0.4383
*
```

Charges per atom according to Mulliken partitioning, unit e: number 1, O, carries -0.367; number 2, C, carries 0.455; number 3, F, carries -0.156; number 4, I, carries 0.073; number 5, F, carries -0.396; number 6, H, carries 0.391


Entry B
This record from the OMol25 dataset describes a 2-piece molecular cluster, CHF2IO overall. The level of theory is the ωB97M-V functional and the def2-TZVPD basis.

- LUMO energy: 0.499 eV
- HOMO: -10.2 eV
- SMILES: O=C(F)F.I

Geometry as ORCA input:
```
! wB97M-V def2-TZVPD RIJCOSX def2/J DEFGRID3
* xyz 0 1
O -3.4720 0.4500 0.4920
C -2.7730 1.2412 0.0061
F -1.9879 1.0456 -1.0332
F -2.6093 2.4880 0.3798
I 1.6234 1.1746 0.0436
H 0.8707 -0.2028 -0.0628
*
```

Charges per atom according to Mulliken partitioning, unit e: number 1, O, carries -0.332; number 2, C, carries 0.628; number 3, F, carries -0.146; number 4, F, carries -0.147; number 5, I, carries -0.094; number 6, H, carries 0.091


Energetically preferred structure: entry B | next structure: +45.1 kJ/mol


Entry A
This record from the OMol25 dataset describes C7H8O as an isolated structure. The level of theory is the ωB97M-V functional and the def2-TZVPD basis.

- LUMO energy: 0.833 eV
- HOMO: -8.7 eV

Geometry as ORCA input:
```
! wB97M-V def2-TZVPD RIJCOSX def2/J DEFGRID3
* xyz 0 1
C -1.5987 -0.5830 -0.7981
C -0.3105 -0.6078 -1.6815
C 0.8874 -0.2895 -1.1023
C 1.2738 -0.0583 0.3612
C -0.6894 -0.0256 0.5933
C -0.4291 0.7912 1.7817
C 0.9157 1.0424 1.4236
H -1.9136 -1.7085 -0.7659
H -2.3871 0.1779 -0.8529
H -0.3773 -0.4819 -2.7584
H 1.6205 -0.3519 -1.9851
H 2.3328 -0.1828 0.1800
H -0.4311 0.7685 0.0340
H -1.0678 1.2588 2.6818
H 1.8421 1.2540 2.0734
O 0.3324 -1.0038 0.8152
*
```

Charges per atom according to Mulliken partitioning, unit e: number 1, C, carries -0.446; number 2, C, carries -0.472; number 3, C, carries -0.402; number 4, C, carries 0.146; number 5, C, carries -0.454; number 6, C, carries -0.313; number 7, C, carries -0.578; number 8, H, carries 0.288; number 9, H, carries 0.333; number 10, H, carries 0.360; number 11, H, carries 0.224; number 12, H, carries 0.459; number 13, H, carries 0.678; number 14, H, carries 0.283; number 15, H, carries 0.282; number 16, O, carries -0.388


Entry B
This record from the OMol25 dataset describes one molecule with the formula C7H8O. The level of theory is the ωB97M-V functional and the def2-TZVPD basis.

- LUMO energy: 0.648 eV
- HOMO: -9.6 eV
- SMILES: O=C1C=CCC12CC2

Geometry as ORCA input:
```
! wB97M-V def2-TZVPD RIJCOSX def2/J DEFGRID3
* xyz 0 1
O 0.4085 2.4834 -0.2472
C 0.6364 1.2803 0.0202
C 1.9834 0.6455 0.1862
C 1.9422 -0.6192 0.0027
C 0.5081 -1.1610 -0.2618
C -0.4146 0.0933 -0.0039
C -1.7709 0.2447 -0.6890
C -1.7563 0.1493 0.8182
H 3.0234 1.1317 0.6980
H 2.8312 -1.2875 -0.0991
H 0.2585 -2.0891 0.4018
H 0.5066 -1.7567 -1.2901
H -1.8246 1.1863 -1.1859
H -2.2799 -0.6115 -0.9645
H -1.7311 1.0703 1.3531
H -2.3209 -0.7595 1.2615
*
```

Charges per atom according to Mulliken partitioning, unit e: number 1, O, carries -0.606; number 2, C, carries 0.371; number 3, C, carries -0.343; number 4, C, carries -0.217; number 5, C, carries -0.735; number 6, C, carries 0.656; number 7, C, carries -0.750; number 8, C, carries -0.619; number 9, H, carries 0.207; number 10, H, carries 0.350; number 11, H, carries 0.292; number 12, H, carries 0.263; number 13, H, carries 0.276; number 14, H, carries 0.329; number 15, H, carries 0.277; number 16, H, carries 0.247


Entry C
This record from the OMol25 dataset describes one molecule with the formula C7H8O. The level of theory is the ωB97M-V functional and the def2-TZVPD basis.

- LUMO energy: 1.062 eV
- HOMO: -9.1 eV
- SMILES: C1=C[C@H]2C=C[C@@H](C1)O2

Geometry as ORCA input:
```
! wB97M-V def2-TZVPD RIJCOSX def2/J DEFGRID3
* xyz 0 1
C 1.4683 0.5268 -0.2554
C 0.5505 1.4571 0.0020
C -0.7821 1.0275 0.6517
C -1.5879 0.4341 -0.5034
C -1.2507 -0.8516 -0.6157
C -0.2384 -1.1373 0.5214
C 1.2394 -0.9587 0.0583
O -0.5273 -0.0913 1.4790
H 2.3734 0.7576 -0.8191
H 0.7850 2.5115 -0.1468
H -1.2066 1.8457 1.2558
H -2.1083 1.0330 -1.2597
H -1.6392 -1.5635 -1.3495
H -0.3586 -2.1044 1.0479
H 1.9501 -1.3279 0.7981
H 1.3324 -1.5586 -0.8645
*
```

Charges per atom according to Mulliken partitioning, unit e: number 1, C, carries -0.381; number 2, C, carries -0.582; number 3, C, carries 0.126; number 4, C, carries -0.483; number 5, C, carries -0.541; number 6, C, carries 0.096; number 7, C, carries -0.692; number 8, O, carries -0.508; number 9, H, carries 0.379; number 10, H, carries 0.369; number 11, H, carries 0.436; number 12, H, carries 0.357; number 13, H, carries 0.375; number 14, H, carries 0.397; number 15, H, carries 0.348; number 16, H, carries 0.303


Energetically preferred structure: entry C | next structure: +121.8 kJ/mol


Entry A
This record from the OMol25 dataset describes a 2-piece molecular cluster, C5H9NO4 overall. The level of theory is the ωB97M-V functional and the def2-TZVPD basis.

- LUMO energy (spin up / spin down): -1.224 / 0.840 eV
- HOMO (spin up / spin down): -8.0 / -10.0 eV

Geometry as ORCA input:
```
! wB97M-V def2-TZVPD RIJCOSX def2/J DEFGRID3
* xyz 0 1
N -1.8438 3.8463 0.6927
O -2.1342 4.6421 -0.0231
C -0.9395 -0.4474 -2.3037
C -0.5695 -1.1403 -1.0056
C 0.4206 -0.3600 -0.1422
C 0.5455 -1.0152 1.2160
O -0.2398 -1.8709 1.5439
C 1.6120 -0.5551 2.1452
O -0.0154 0.9886 0.0265
O 0.8700 1.6962 0.7583
H -1.6691 -1.0118 -2.8874
H -1.3608 0.5411 -2.0946
H -0.0678 -0.3074 -2.9461
H -1.4760 -1.2673 -0.3964
H -0.1856 -2.1607 -1.1607
H 1.4121 -0.2988 -0.6197
H 2.5250 -0.2744 1.6176
H 1.2634 0.3202 2.6991
H 1.8529 -1.3253 2.8803
*
```

Charges per atom according to Mulliken partitioning, unit e: number 1, N, carries 0.240; number 2, O, carries -0.227; number 3, C, carries -1.224; number 4, C, carries -0.549; number 5, C, carries 0.257; number 6, C, carries 0.593; number 7, O, carries -0.539; number 8, C, carries -1.199; number 9, O, carries 0.006; number 10, O, carries -0.325; number 11, H, carries 0.380; number 12, H, carries 0.298; number 13, H, carries 0.316; number 14, H, carries 0.326; number 15, H, carries 0.354; number 16, H, carries 0.302; number 17, H, carries 0.337; number 18, H, carries 0.273; number 19, H, carries 0.380


Entry B
This record from the OMol25 dataset describes one molecule with the formula C5H9NO4. The level of theory is the ωB97M-V functional and the def2-TZVPD basis.

- LUMO energy: 0.612 eV
- HOMO: -9.6 eV
- SMILES: C[C@@H](N)[C@H](OC=O)C(=O)O

Geometry as ORCA input:
```
! wB97M-V def2-TZVPD RIJCOSX def2/J DEFGRID3
* xyz 0 1
C -0.3304 -1.8933 0.5261
C -0.7014 -0.7475 -0.4002
N -1.8238 0.0707 0.0370
C 0.4146 0.2872 -0.6219
O 1.0755 0.6446 0.5866
C 2.3634 0.3289 0.7569
O 2.9610 0.6619 1.7399
C -0.3639 1.5030 -1.1350
O -0.6539 1.6712 -2.2925
O -0.7064 2.5564 -0.0965
H -0.0669 -1.5309 1.5297
H -1.1837 -2.5760 0.6325
H 0.5145 -2.4664 0.1198
H -0.9396 -1.1355 -1.4010
H -2.7283 -0.3866 0.0084
H -1.6903 0.8873 0.8264
H 1.1290 -0.0596 -1.3809
H 2.7821 -0.3049 -0.0489
H -0.0513 2.4897 0.6138
*
```

Charges per atom according to Mulliken partitioning, unit e: number 1, C, carries -1.468; number 2, C, carries 0.252; number 3, N, carries -0.463; number 4, C, carries -0.131; number 5, O, carries -0.443; number 6, C, carries 0.218; number 7, O, carries -0.471; number 8, C, carries 0.421; number 9, O, carries -0.531; number 10, O, carries -0.554; number 11, H, carries 0.283; number 12, H, carries 0.405; number 13, H, carries 0.348; number 14, H, carries 0.314; number 15, H, carries 0.218; number 16, H, carries 0.245; number 17, H, carries 0.635; number 18, H, carries 0.332; number 19, H, carries 0.392


Energetically preferred structure: entry B | next structure: +543.0 kJ/mol